DFT (ωB97M-V/def2-TZVPD) results for a 2-piece molecular cluster, C8H17Cl4N2 overall.

Geometry as ORCA input:
```
! RIJCOSX wB97M-V def2-TZVPD def2/J DEFGRID3
* xyz 1 1
H 1.20125 1.12757 -0.30606
Cl 3.47707 0.90440 0.08612
H -4.41246 -0.10297 -0.75574
H -0.19500 -1.08869 1.13122
H -0.43741 -2.24280 -1.68378
C -3.35402 -0.04142 -0.50998
H 0.34063 -2.65491 0.55687
C -2.44168 0.03792 -1.72968
H -2.73936 -2.59211 -1.29518
H -2.50534 -1.00558 1.15751
Cl 5.94958 3.93666 3.13780
Cl 3.25851 4.77332 2.42085
C -2.13880 -2.26898 -0.44790
H -2.51574 1.04125 -2.14790
H -1.96768 -3.12434 0.20476
C -0.82632 -1.60817 -0.87806
H -3.84778 -1.74940 0.61240
C 4.76162 4.03915 1.84359
H 4.52197 3.03416 1.52460
H -2.78088 -0.64355 -2.51162
Cl 5.39773 4.91544 0.45759
C 1.77370 0.42006 0.29258
C 1.57394 -1.02837 -0.13115
H 1.73255 -1.12082 -1.20790
N -2.99584 -1.28186 0.30817
N -1.06590 -0.26064 -1.40008
H 2.35595 -1.62201 0.34336
H -0.64877 0.44988 -0.81679
H -3.19707 0.80980 0.15080
H 1.52267 0.56292 1.34333
C 0.20287 -1.61590 0.25030
*
```

Properties
**E_tot**: -2265.04753 a.u.
**E_LUMO**: -0.12845 Eh
**Kohn-Sham gap**: 9.06 eV
**HOMO energy**: -12.56 eV

Atomic partial charges in e from the Mulliken method, atoms 1 to 6:
1. H 0.275
2. Cl -0.227
3. H 0.355
4. H 0.315
5. H 0.229
6. C -0.552